C6H15ClCrN as an isolated structure at a distorted geometry, computed with the ωB97M-V functional and the def2-TZVPD basis.

Its LUMO energy (spin up / spin down) is -10.05 / -9.40 eV. The spin multiplicity is 4. The total charge is +2. The HOMO energy (spin up / spin down) is -17.08 / -18.14 eV. Its electronic energy is -1796.24877 a.u. The energy above the lowest of the compared OMol25 structures with the same formula, charge and spin is 32.5 kJ/mol. The expectation value of S² is 3.7672.

Atoms and positions in Å:
Cr -7.344043 -2.744694 -1.505945
Cl -5.189163 -2.247753 -1.177294
C -1.833706 -0.675409 0.239591
C -0.737966 -0.093987 -0.655625
N 0.356074 0.534205 0.100192
C 1.027874 -0.328372 1.041653
C 1.825634 -1.457139 0.356668
C 1.139829 1.545246 -0.605651
C 1.871747 2.488732 0.326384
H -2.720522 -0.851712 -0.367830
H -2.078038 -0.039496 1.087030
H -1.536070 -1.650384 0.628845
H -0.240991 -0.847216 -1.277727
H -1.151069 0.683162 -1.295190
H 1.718436 0.246265 1.654697
H 0.276596 -0.679763 1.749090
H 1.226147 -2.340983 0.148190
H 2.230063 -1.128998 -0.602100
H 2.659923 -1.702506 1.006106
H 0.485893 2.084933 -1.284043
H 1.861544 0.950711 -1.185846
H 1.204924 2.918375 1.072815
H 2.231692 3.326825 -0.268105
H 2.715194 2.009952 0.814094

Cartesian forces, eV/Å:
Cr 1.72 0.37 0.25
Cl -1.89 -0.43 -0.29
C 0.39 -0.70 -0.16
C -0.31 0.86 0.59
N 0.33 -0.85 -1.14
C 0.13 0.36 1.04
C -0.23 0.02 -0.34
C -0.12 -0.03 0.51
C 0.03 0.32 -0.01
H 0.01 0.18 0.06
H -0.06 0.20 -0.14
H -0.01 0.04 0.07
H -0.18 -0.07 -0.06
H 0.07 -0.07 -0.14
H -0.02 0.31 -0.24
H -0.01 -0.36 -0.18
H -0.05 -0.02 0.20
H 0.12 0.10 0.10
H -0.02 -0.20 0.00
H -0.08 -0.11 -0.07
H -0.04 0.17 -0.17
H -0.05 -0.11 0.05
H 0.18 -0.08 0.00
H 0.08 0.09 0.04